Entry 1:
{"formula": "C12H27ClIN2P2Sc", "method": "the ωB97M-V functional and the def2-TZVPD basis", "mol_weight_g_mol": 468.62, "e_homo_ev": [-15.57, -15.59], "charge": 2, "e_lumo_ev": [-10.39, -10.19], "spin_multiplicity": 1, "energy_ha": -2783.664373, "elements": ["C", "I", "H", "H", "H", "Sc", "P", "C", "C", "H", "H", "H", "H", "H", "H", "C", "H", "H", "H", "P", "C", "C", "H", "H", "H", "C", "H", "H", "H", "H", "H", "H", "Cl", "N", "C", "C", "C", "C", "C", "N", "H", "H", "H", "H", "H", "H"], "coordinates": [[-0.835, 1.062, -1.922], [-0.069, -2.690, 1.252], [-1.340, 0.670, -2.808], [0.117, 1.515, -2.210], [-1.451, 1.840, -1.467], [-0.531, -0.571, -0.577], [1.374, -1.302, -1.772], [2.954, -0.692, -1.087], [1.579, -3.111, -1.818], [2.268, -3.383, -2.625], [2.265, -1.323, -4.036], [0.602, -3.571, -1.977], [0.486, -1.153, -4.007], [3.025, -1.035, -0.050], [1.970, -3.444, -0.853], [1.421, -0.834, -3.539], [3.803, -1.074, -1.662], [1.516, 0.248, -3.647], [2.968, 0.401, -1.099], [-2.589, -0.199, 0.529], [-2.439, 0.808, 2.046], [-3.883, 0.640, -0.454], [-3.316, -2.483, 0.312], [-4.476, -1.513, 1.284], [-2.924, -2.077, 1.994], [-3.419, -1.722, 1.087], [-3.981, 0.126, -1.414], [-4.839, 0.607, 0.078], [-3.413, 0.933, 2.529], [-2.026, 1.790, 1.801], [-3.610, 1.682, -0.639], [-1.752, 0.294, 2.724], [-1.799, -1.912, -2.136], [0.220, 0.553, 3.463], [0.992, 1.027, 2.388], [2.090, 1.789, 2.860], [2.958, 2.394, 1.998], [2.670, 2.331, 0.666], [1.563, 1.598, 0.214], [0.746, 0.826, 0.993], [-0.424, 1.313, 3.764], [0.653, 0.383, 4.382], [2.279, 1.901, 3.923], [3.822, 2.933, 2.371], [3.328, 2.821, -0.041], [1.447, 1.604, -0.818]], "forces_ev_per_angstrom": [[-0.8, 4.0, -3.6], [0.2, -0.3, 0.4], [0.1, -0.6, 0.4], [0.3, -0.6, 0.4], [-0.1, -0.5, 0.8], [0.1, -1.0, 1.4], [3.5, -1.4, -2.0], [0.1, -0.1, -0.2], [-0.2, 0.0, 0.0], [-0.1, -0.1, 0.2], [-0.1, 0.1, 0.1], [0.1, -0.1, -0.2], [0.1, 0.0, 0.0], [0.1, 0.1, -0.1], [0.1, -0.1, -0.1], [-0.2, 0.1, 0.1], [-0.1, 0.0, 0.1], [0.1, -0.1, -0.1], [0.3, -0.5, -0.1], [-3.7, 0.6, 2.3], [-0.3, -0.1, 0.0], [0.2, 0.0, -0.3], [-0.2, 0.0, 0.1], [0.2, -0.1, 0.0], [-0.2, 0.0, 0.0], [0.0, 0.0, -0.1], [-0.1, 0.1, 0.1], [0.2, 0.0, 0.0], [0.1, 0.0, -0.1], [-0.1, 0.0, 0.0], [-0.1, -0.1, 0.0], [-0.3, 0.1, -0.2], [0.4, 0.4, 0.6], [-2.3, -0.2, 0.6], [1.9, 0.9, -0.3], [-0.5, -0.7, -0.5], [0.5, 0.3, 0.3], [-0.7, -0.3, -1.1], [1.1, 0.2, 2.6], [0.5, 1.4, 2.2], [0.1, -0.7, -0.7], [0.8, -0.2, -1.2], [-0.4, -0.2, -0.1], [-0.1, 0.0, -0.1], [-0.2, 0.0, -0.2], [-0.6, -0.2, -1.5]]}

***

Entry 2:
{"formula": "C12H27F3O8PtS3", "method": "the ωB97M-V functional and the def2-TZVPD basis", "mol_weight_g_mol": 647.61, "de_lowest_kcal_mol": 14.1, "s2": 2.0038, "e_homo_ev": [-9.01, -9.80], "e_lumo_ev": [0.40, -0.59], "spin_multiplicity": 3, "energy_ha": -2688.742444, "elements": ["Pt", "C", "C", "C", "S", "O", "C", "C", "C", "H", "H", "H", "H", "H", "H", "H", "H", "H", "H", "H", "H", "H", "H", "C", "S", "O", "O", "O", "H", "H", "H", "C", "C", "O", "C", "C", "H", "H", "H", "H", "H", "H", "H", "H", "H", "H", "F", "C", "F", "F", "S", "O", "O", "O"], "coordinates": [[-0.232, -0.307, -0.068], [4.476, 1.863, -0.102], [4.410, 2.083, 1.405], [3.542, 1.051, 2.105], [1.684, 1.052, 1.848], [1.571, 0.981, 0.342], [1.293, 2.809, 2.266], [1.402, 3.785, 1.100], [0.085, 3.968, 0.353], [4.925, 2.722, -0.593], [3.481, 1.707, -0.507], [5.078, 0.986, -0.329], [4.045, 3.085, 1.626], [5.419, 2.013, 1.821], [3.657, 1.108, 3.187], [3.822, 0.051, 1.778], [1.952, 3.073, 3.090], [0.266, 2.765, 2.626], [2.160, 3.438, 0.398], [1.724, 4.755, 1.489], [-0.265, 3.020, -0.048], [0.216, 4.670, -0.468], [-0.690, 4.344, 1.016], [-3.424, 0.207, 1.671], [-1.980, 1.228, 1.390], [-2.194, 2.495, 2.035], [-0.811, 0.506, 1.963], [-1.781, 1.338, -0.078], [-3.413, -0.088, 2.712], [-3.343, -0.655, 1.020], [-4.299, 0.802, 1.449], [0.599, 1.242, -2.854], [1.125, -0.173, -3.012], [0.281, -1.065, -2.282], [0.662, -2.433, -2.391], [2.013, -2.758, -1.766], [1.271, 1.949, -3.332], [0.525, 1.478, -1.793], [-0.388, 1.331, -3.292], [2.153, -0.236, -2.637], [1.107, -0.472, -4.071], [0.645, -2.710, -3.455], [-0.117, -2.988, -1.865], [2.847, -2.389, -2.359], [2.102, -3.837, -1.674], [2.057, -2.324, -0.768], [-1.444, -1.941, 3.165], [-1.410, -3.097, 2.502], [-2.649, -3.602, 2.536], [-0.611, -3.920, 3.183], [-0.814, -2.888, 0.731], [0.499, -2.267, 0.885], [-0.800, -4.215, 0.205], [-1.799, -1.991, 0.136]], "forces_ev_per_angstrom": [[0.5, 0.1, -0.5], [0.0, 0.1, 0.0], [-0.3, 0.0, -0.2], [-0.8, 0.1, 0.0], [2.2, 1.1, 1.3], [-0.7, -0.4, -1.3], [-0.1, -0.5, 0.0], [-0.1, 0.0, -0.2], [0.2, -0.1, 0.0], [0.1, 0.1, -0.1], [0.0, 0.0, -0.1], [0.0, -0.1, -0.1], [0.0, 0.1, 0.1], [-0.1, 0.0, 0.1], [-0.1, -0.1, 0.1], [0.0, -0.2, 0.1], [0.1, -0.1, 0.1], [0.0, 0.0, 0.1], [0.1, 0.1, 0.0], [0.1, -0.1, 0.0], [0.0, 0.1, -0.1], [0.0, 0.1, -0.1], [-0.1, 0.0, 0.0], [0.7, 0.3, -0.2], [-1.3, 1.1, 0.8], [-0.2, -0.2, 0.0], [-0.3, -0.5, -0.3], [0.0, -0.3, -0.3], [0.0, 0.0, 0.2], [-0.1, -0.1, 0.0], [-0.1, 0.1, -0.1], [0.0, -0.5, 0.1], [0.1, 0.4, -0.2], [-0.1, 0.6, 0.5], [0.1, -0.6, 0.0], [-0.2, 0.3, -0.1], [0.1, 0.1, 0.0], [0.1, 0.2, 0.0], [-0.2, 0.1, -0.1], [-0.1, -0.1, 0.0], [0.1, -0.1, 0.2], [-0.1, 0.0, 0.2], [0.0, 0.0, -0.3], [0.1, 0.0, -0.1], [0.0, -0.1, 0.0], [0.1, -0.1, 0.0], [0.1, 0.2, -0.2], [-0.1, 0.0, 0.2], [0.1, 0.0, -0.4], [0.1, 0.0, -0.3], [-0.6, -2.3, 1.5], [0.4, 0.5, 0.0], [0.0, -0.1, -0.1], [-0.1, 0.6, -0.4]]}

***

Entry 3:
{"formula": "C12H27F6InN9P", "method": "the ωB97M-V functional and the def2-TZVPD basis", "mol_weight_g_mol": 557.19, "de_lowest_kcal_mol": 12.7, "s2": 0.7640, "e_homo_ev": [-18.44, -18.44], "charge": 3, "e_lumo_ev": [-9.89, -14.03], "spin_multiplicity": 2, "energy_ha": -2096.167570, "elements": ["In", "N", "C", "C", "N", "C", "C", "N", "H", "H", "H", "H", "H", "H", "H", "H", "H", "H", "H", "H", "H", "N", "C", "C", "N", "C", "H", "H", "H", "H", "F", "P", "F", "F", "F", "F", "F", "C", "C", "C", "C", "N", "C", "N", "N", "N", "H", "H", "H", "H", "H", "H", "H", "H", "H", "H"], "coordinates": [[-0.137, -0.364, -0.139], [-0.902, -1.013, 1.911], [-1.346, 0.196, 2.668], [-0.348, 1.332, 2.470], [-0.043, 1.577, 1.033], [-0.904, 2.575, 0.348], [-2.243, 1.970, -0.038], [-2.026, 0.720, -0.834], [-1.621, -1.730, 1.971], [-0.067, -1.386, 2.376], [-1.419, -0.035, 3.731], [-2.345, 0.458, 2.330], [0.591, 1.082, 2.965], [-0.731, 2.241, 2.937], [0.919, 1.898, 0.954], [-0.368, 2.907, -0.544], [-1.062, 3.448, 0.982], [-2.821, 2.685, -0.621], [-2.836, 1.718, 0.836], [-1.825, 0.992, -1.796], [-2.892, 0.188, -0.865], [-0.894, -4.509, -1.999], [-1.287, -3.787, -3.039], [-1.274, -2.414, -2.568], [-0.889, -2.393, -1.286], [-0.650, -3.666, -0.948], [-0.789, -5.523, -1.977], [-1.544, -4.192, -4.010], [-1.486, -1.532, -3.155], [-0.299, -4.019, 0.012], [1.370, 0.848, -1.296], [1.432, 0.261, -2.934], [2.991, 0.280, -2.843], [-0.243, 0.141, -2.737], [1.342, -0.441, -4.321], [1.282, 1.716, -3.440], [1.438, -1.242, -2.159], [5.994, 0.208, 2.220], [6.145, -1.310, 2.197], [5.944, -1.932, 3.578], [5.313, -1.934, 1.076], [3.842, -1.652, 1.139], [3.046, -1.327, 0.131], [1.823, -1.172, 0.621], [1.912, -1.426, 1.952], [3.111, -1.712, 2.259], [6.765, 0.648, 2.849], [5.027, 0.503, 2.637], [6.094, 0.646, 1.224], [7.161, -1.564, 1.879], [4.939, -1.792, 3.963], [6.633, -1.454, 4.275], [6.178, -2.997, 3.574], [5.425, -3.016, 1.017], [5.605, -1.494, 0.122], [3.367, -1.162, -0.885]], "forces_ev_per_angstrom": [[0.2, 0.3, 0.3], [-0.1, 0.0, 0.0], [0.1, 0.0, 0.0], [0.0, 0.0, 0.0], [0.1, 0.0, 0.0], [0.0, 0.0, 0.0], [0.0, 0.0, 0.0], [0.1, 0.1, 0.0], [0.0, 0.0, 0.0], [0.0, 0.0, 0.0], [0.0, 0.0, 0.0], [0.0, 0.0, 0.0], [0.0, 0.0, 0.0], [0.0, 0.0, 0.0], [0.0, 0.1, 0.1], [0.0, 0.0, 0.0], [0.0, 0.0, 0.0], [0.0, 0.0, 0.0], [0.0, 0.0, 0.0], [0.0, 0.0, 0.0], [0.0, 0.0, 0.0], [0.0, -0.1, 0.0], [0.0, 0.1, 0.1], [0.0, -0.2, -0.1], [0.1, -0.1, -0.1], [0.0, 0.0, -0.1], [0.0, 0.0, 0.0], [0.0, 0.0, 0.0], [0.0, 0.0, 0.0], [0.0, 0.0, 0.0], [-0.2, 0.1, 0.0], [0.3, -0.5, 0.0], [0.0, 0.1, 0.0], [0.1, 0.1, 0.0], [-0.1, 0.1, 0.0], [-0.1, 0.0, 0.0], [-0.2, 0.1, -0.1], [0.0, 0.0, -0.1], [-0.1, 0.0, 0.0], [0.2, 0.0, -0.1], [-0.1, 0.1, 0.0], [0.0, 0.0, 0.0], [0.1, 0.3, 0.0], [0.0, -0.2, -0.1], [0.0, 0.0, 0.0], [0.1, -0.1, 0.1], [0.0, 0.0, 0.0], [0.0, 0.0, 0.0], [0.0, 0.0, 0.0], [0.0, 0.1, 0.0], [-0.1, 0.0, 0.0], [0.0, 0.0, 0.0], [-0.1, 0.0, 0.0], [0.0, 0.0, 0.1], [0.1, -0.1, 0.0], [0.0, -0.1, 0.0]]}

***

Entry 4:
{"formula": "C12H27F6InN9P", "method": "the ωB97M-V functional and the def2-TZVPD basis", "mol_weight_g_mol": 557.19, "de_lowest_kcal_mol": 25.2, "s2": 0.7640, "e_homo_ev": [-18.03, -18.03], "charge": 3, "e_lumo_ev": [-10.34, -14.46], "spin_multiplicity": 2, "energy_ha": -2096.147735, "elements": ["In", "N", "C", "C", "N", "C", "C", "N", "H", "H", "H", "H", "H", "H", "H", "H", "H", "H", "H", "H", "H", "N", "C", "C", "N", "C", "H", "H", "H", "H", "F", "P", "F", "F", "F", "F", "F", "C", "C", "C", "C", "N", "C", "N", "N", "N", "H", "H", "H", "H", "H", "H", "H", "H", "H", "H"], "coordinates": [[-1.494, 0.280, -0.584], [-2.077, -0.349, 1.567], [-2.706, 0.798, 2.271], [-1.886, 2.061, 2.014], [-1.647, 2.288, 0.571], [-2.619, 3.170, -0.114], [-3.884, 2.407, -0.481], [-3.512, 1.215, -1.289], [-2.671, -1.171, 1.642], [-1.186, -0.571, 2.026], [-2.737, 0.631, 3.346], [-3.733, 0.902, 1.927], [-0.920, 1.954, 2.506], [-2.401, 2.910, 2.464], [-0.724, 2.696, 0.444], [-2.145, 3.540, -1.024], [-2.882, 4.023, 0.509], [-4.540, 3.068, -1.043], [-4.423, 2.085, 0.406], [-3.306, 1.519, -2.237], [-4.292, 0.566, -1.352], [-1.909, -3.890, -2.188], [-2.466, -3.259, -3.218], [-2.556, -1.869, -2.820], [-2.061, -1.735, -1.583], [-1.659, -2.965, -1.211], [-1.707, -4.890, -2.142], [-2.764, -3.755, -4.138], [-2.917, -1.033, -3.406], [-1.190, -3.206, -0.264], [0.079, 1.680, -1.543], [0.249, 1.154, -3.213], [1.793, 1.089, -2.993], [-1.429, 1.062, -3.170], [0.259, 0.525, -4.631], [0.196, 2.631, -3.660], [0.123, -0.403, -2.532], [5.477, 0.405, 1.756], [5.007, -1.044, 1.858], [4.697, -1.488, 3.290], [4.007, -1.427, 0.755], [2.592, -0.942, 0.830], [1.809, -0.665, -0.214], [0.606, -0.380, 0.250], [0.682, -0.500, 1.599], [1.863, -0.840, 1.946], [6.393, 0.543, 2.326], [4.756, 1.106, 2.193], [5.668, 0.706, 0.725], [5.876, -1.645, 1.578], [3.767, -1.083, 3.662], [5.477, -1.143, 3.966], [4.607, -2.573, 3.368], [3.956, -2.513, 0.688], [4.373, -1.041, -0.194], [2.128, -0.636, -1.243]], "forces_ev_per_angstrom": [[0.8, 1.3, 0.9], [-0.3, -0.2, -0.4], [0.1, 0.2, 0.0], [-0.1, -0.2, 0.1], [0.3, -0.2, -0.2], [-0.2, -0.2, -0.1], [0.2, 0.2, 0.1], [0.3, -0.4, 0.0], [-0.1, 0.1, 0.2], [0.0, 0.0, 0.0], [0.0, -0.1, 0.0], [0.0, -0.1, 0.0], [0.0, 0.1, 0.0], [0.1, 0.1, 0.0], [0.0, 0.1, 0.1], [0.1, 0.1, 0.0], [0.1, 0.1, 0.0], [-0.1, -0.1, -0.1], [-0.1, -0.1, 0.0], [0.0, 0.1, -0.2], [-0.1, 0.1, 0.0], [-0.1, 0.3, 0.0], [0.0, -0.2, -0.2], [0.1, 0.1, 0.1], [0.0, -0.8, -0.4], [0.0, 0.1, 0.1], [0.0, 0.1, 0.1], [0.0, 0.1, 0.1], [0.0, -0.1, -0.1], [0.0, -0.1, -0.1], [-0.4, -0.4, -0.4], [0.0, -0.3, 0.1], [0.1, 0.1, 0.1], [-0.2, 0.1, 0.3], [0.0, 0.0, -0.2], [0.0, 0.1, 0.0], [-0.1, 0.0, 0.3], [-0.4, 0.3, 0.3], [0.4, 0.1, 0.0], [-0.5, -0.1, -0.2], [0.3, -0.3, 0.4], [-0.1, 0.1, -0.2], [0.2, 0.2, 0.1], [-0.5, -0.2, 0.0], [0.3, -0.1, 0.0], [0.0, 0.0, -0.2], [0.1, -0.1, 0.0], [-0.1, -0.1, -0.1], [0.1, 0.0, 0.0], [0.0, -0.1, -0.3], [-0.2, 0.3, 0.1], [0.1, -0.1, -0.1], [0.2, 0.0, 0.0], [-0.2, 0.0, 0.0], [0.0, 0.0, -0.1], [0.0, 0.0, 0.0]]}

***

Entry 5:
{"formula": "C12H27IrN2O2SSe3Te", "method": "the ωB97M-V functional and the def2-TZVPD basis", "mol_weight_g_mol": 820.12, "de_lowest_kcal_mol": 8.8, "s2": 0.7571, "e_homo_ev": [-16.00, -16.19], "charge": 3, "e_lumo_ev": [-10.67, -10.68], "spin_multiplicity": 2, "energy_ha": -8707.207087, "elements": ["Ir", "Se", "Se", "Te", "Se", "C", "C", "N", "C", "C", "N", "C", "C", "H", "H", "H", "H", "H", "H", "H", "H", "H", "H", "H", "H", "H", "C", "S", "C", "O", "H", "H", "H", "H", "H", "H", "C", "C", "C", "O", "C", "H", "H", "H", "H", "H", "H", "H", "H"], "coordinates": [[0.864, -0.739, -0.152], [1.809, -1.777, -2.131], [3.721, -1.787, -0.903], [4.567, -4.236, -0.664], [3.024, -5.092, 0.911], [-3.455, 0.646, -0.058], [-2.208, -0.265, 0.026], [-0.962, 0.514, -0.181], [-0.891, 1.590, 0.848], [-2.103, 2.544, 0.727], [-2.989, 2.036, -0.375], [-2.250, 2.044, -1.684], [-1.003, 1.141, -1.532], [-4.003, 0.685, 0.880], [-4.141, 0.336, -0.843], [-2.250, -1.045, -0.730], [-2.159, -0.741, 1.000], [0.037, 2.135, 0.702], [-0.866, 1.125, 1.832], [-1.807, 3.559, 0.471], [-2.693, 2.582, 1.640], [-3.803, 2.648, -0.454], [-1.986, 3.074, -1.912], [-2.932, 1.687, -2.453], [-0.096, 1.725, -1.656], [-1.002, 0.352, -2.279], [-1.084, -4.743, -0.254], [-1.098, -3.289, 0.756], [-0.773, -4.001, 2.366], [0.238, -2.573, 0.402], [-0.124, -5.244, -0.133], [-1.247, -4.443, -1.288], [-1.905, -5.383, 0.079], [-1.697, -3.986, 2.943], [-0.023, -3.367, 2.837], [-0.403, -5.019, 2.264], [3.349, 2.817, -0.752], [3.105, 2.778, 0.771], [2.646, 1.362, 1.029], [1.821, 1.076, -0.154], [2.543, 1.643, -1.315], [4.404, 2.688, -0.982], [3.031, 3.764, -1.179], [2.320, 3.480, 1.055], [3.997, 3.021, 1.345], [2.019, 1.237, 1.910], [3.473, 0.650, 1.061], [1.797, 1.914, -2.056], [3.186, 0.875, -1.733]], "forces_ev_per_angstrom": [[0.6, 0.1, 1.1], [-0.5, 0.3, -0.5], [-0.7, 0.7, 0.3], [-0.3, -0.2, 0.3], [0.1, -0.1, 0.0], [0.1, 0.1, 0.0], [-0.2, 0.0, 0.0], [0.6, -0.7, -0.5], [0.0, 0.0, 0.1], [0.0, -0.1, -0.1], [0.1, 0.0, 0.0], [0.0, 0.0, 0.1], [-0.1, 0.2, -0.1], [0.0, 0.0, 0.0], [0.0, 0.0, 0.0], [0.0, 0.0, 0.0], [0.0, 0.0, 0.0], [0.0, 0.0, 0.0], [0.0, 0.0, 0.0], [0.0, 0.0, 0.0], [0.0, 0.0, 0.0], [0.0, 0.0, 0.0], [0.0, 0.0, 0.0], [0.0, 0.0, 0.0], [-0.1, 0.0, 0.0], [0.0, 0.0, 0.0], [0.0, -0.1, -0.1], [0.1, 0.1, 0.0], [0.0, 0.0, 0.1], [-0.2, -0.5, 0.0], [0.0, 0.0, 0.0], [0.0, 0.0, 0.0], [0.0, 0.0, 0.0], [0.0, 0.0, 0.0], [0.0, 0.0, 0.0], [0.0, 0.0, 0.0], [-0.1, 0.0, 0.1], [0.0, 0.0, -0.1], [0.2, 0.0, 0.0], [0.3, 0.3, -0.7], [0.2, 0.2, 0.1], [0.0, 0.0, 0.0], [0.0, 0.0, 0.0], [0.0, 0.0, 0.0], [0.0, 0.0, 0.0], [0.0, 0.0, 0.0], [0.0, 0.0, 0.0], [0.0, 0.0, 0.0], [0.0, -0.1, 0.0]]}